3 unconnected molecules or ions with the total composition C21H45FIN3O8, computed with the ωB97M-V functional and the def2-TZVPD basis.

Structure (SMILES) ... CCC(=O)OCCOC(=O)N(F)CCCI.COCCNCCOC.COCCNCCOC
Highest occupied orbital energy ... -8.8258 eV
Frontier orbital gap ... 9.2 eV
DFT total energy ... -54169.7411 eV
Spin multiplicity ... 1
Charge ... 0

```
79
Properties=species:S:1:pos:R:3:forces:R:3
C -0.72330 -1.49565 -2.15744 0.35 -0.15 -0.11
C -0.32567 -1.24795 -3.62700 0.17 -0.42 0.03
C -1.49062 -0.75542 -4.44504 -0.32 -0.42 -0.10
O -2.41046 -1.46898 -4.75036 0.36 0.46 0.17
O -1.44916 0.56566 -4.82937 -0.12 -0.19 0.16
C -1.97524 1.45422 -3.85080 -0.40 0.44 -0.07
C -3.40430 1.15354 -3.43564 0.00 0.46 0.23
O -4.23090 1.14737 -4.59966 0.27 -0.58 -0.03
C -5.24440 0.27032 -4.69769 -0.27 -0.23 -0.86
O -5.54609 -0.24724 -5.73073 0.06 0.46 0.37
N -6.02182 0.14195 -3.48463 0.54 0.38 0.56
F -7.36292 0.13410 -3.89560 -0.12 -0.15 -0.14
C -5.81118 -1.09411 -2.74028 -0.48 -0.57 0.15
C -6.22608 -2.39449 -3.44336 0.00 -0.39 0.16
C -7.70449 -2.75270 -3.20442 0.36 0.28 0.47
I -8.60998 -3.70470 -4.86902 -0.08 -0.01 -0.01
H -1.33381 -0.69546 -1.73943 -0.02 -0.06 0.05
H 0.18660 -1.56209 -1.55532 -0.11 0.03 0.02
H -1.22990 -2.45663 -2.05913 -0.20 0.19 -0.02
H 0.54915 -0.60219 -3.70171 -0.22 0.23 -0.04
H -0.04753 -2.21028 -4.06630 0.05 0.10 0.03
H -1.96479 2.45040 -4.29686 0.22 -0.15 -0.08
H -1.36577 1.46586 -2.94202 0.10 0.00 0.01
H -3.73181 1.96690 -2.77871 0.03 -0.15 0.08
H -3.44177 0.22106 -2.87569 -0.14 -0.05 -0.16
H -4.76450 -1.15476 -2.44786 0.07 0.19 -0.18
H -6.38410 -1.00107 -1.81125 0.09 0.11 -0.04
H -5.98130 -2.38393 -4.50439 0.00 0.23 0.03
H -5.62453 -3.19581 -3.00239 0.03 0.04 -0.14
H -7.79276 -3.44282 -2.36560 -0.06 -0.03 -0.15
H -8.27829 -1.86527 -2.94665 -0.14 -0.10 -0.33
C 0.15069 4.16397 3.85314 -0.05 0.04 -0.03
O 0.16496 4.75501 2.56800 0.02 -0.12 0.07
C 1.45811 4.89381 1.99528 0.03 0.16 -0.09
C 1.63320 3.96808 0.81111 -0.10 -0.11 0.11
N 1.68039 2.57641 1.23718 -0.08 -0.01 -0.14
C 1.61290 1.60688 0.14888 0.03 -0.02 0.25
C 0.34391 1.57285 -0.69376 0.06 -0.12 -0.25
O -0.80951 1.11677 -0.01135 -0.02 0.06 0.00
C -1.50917 2.09595 0.73814 -0.08 -0.10 0.00
H -0.85844 4.27121 4.24670 -0.01 0.01 -0.02
H 0.40137 3.09757 3.82387 0.06 0.01 0.03
H 0.84583 4.66913 4.52984 0.01 -0.02 0.02
H 2.23488 4.71655 2.74489 0.00 -0.07 0.00
H 1.55393 5.92619 1.64800 0.00 0.01 0.03
H 2.56890 4.21656 0.30181 0.00 -0.02 -0.03
H 0.80719 4.17056 0.11525 0.05 0.08 -0.05
H 0.91613 2.39617 1.87502 0.03 0.02 0.05
H 1.74084 0.61492 0.59090 0.01 -0.02 -0.04
H 2.46697 1.76954 -0.51633 -0.02 0.04 -0.03
H 0.50971 0.84753 -1.49674 0.02 0.04 0.01
H 0.13939 2.53433 -1.18145 0.01 0.07 0.11
H -1.43176 3.08608 0.28146 0.04 0.02 0.02
H -1.15459 2.14905 1.77050 0.02 0.08 -0.01
H -2.55869 1.80204 0.76191 0.01 -0.01 -0.02
C 7.30589 -1.67547 2.94390 -0.02 0.04 -0.06
O 6.30446 -1.92144 1.97800 0.03 0.01 0.11
C 5.79959 -3.25015 1.97087 -0.04 -0.07 -0.17
C 4.36762 -3.29692 2.45752 0.02 0.11 0.12
N 4.28047 -3.00597 3.88122 -0.03 0.09 -0.09
C 2.92378 -2.81744 4.38376 0.11 -0.06 0.08
C 2.11023 -1.64972 3.83802 -0.18 -0.03 0.02
O 2.59043 -0.37503 4.21754 0.03 0.01 -0.07
C 3.62982 0.15365 3.41350 -0.03 0.17 0.17
H 7.72301 -0.69225 2.73378 -0.01 0.01 -0.01
H 6.90639 -1.67228 3.96414 0.03 -0.06 0.02
H 8.10798 -2.41700 2.88266 0.01 -0.01 0.02
H 6.43462 -3.91052 2.56864 -0.02 0.02 0.07
H 5.82692 -3.60225 0.93586 0.03 0.00 0.00
H 3.96726 -4.29911 2.27695 -0.03 0.00 0.00
H 3.79220 -2.58919 1.84408 -0.01 -0.07 -0.07
H 4.82044 -2.17448 4.08164 0.02 0.00 0.00
H 2.99045 -2.69398 5.46724 -0.02 -0.01 0.01
H 2.36180 -3.74015 4.20485 -0.01 0.00 -0.03
H 1.10678 -1.72586 4.26503 0.00 0.01 0.00
H 1.99181 -1.70032 2.74799 0.09 0.00 -0.01
H 3.54548 -0.17235 2.37345 0.05 -0.05 0.00
H 4.61695 -0.11167 3.80390 0.02 -0.07 -0.12
H 3.54543 1.23963 3.43987 -0.05 0.00 -0.04
```
Positions in Å, forces in eV/Å.